# 1
DFT (the ωB97M-V functional and the def2-TZVPD basis) results for the molecule C5H7N in a non-equilibrium geometry.

Atoms and positions in Å:
C (-1.05812, 1.11297, -0.59140)
C (-0.18099, 0.19917, -1.62714)
C (0.69898, -0.57600, 0.46296)
C (-0.11325, 0.41227, 1.39861)
C (-0.12431, -0.83815, -0.71616)
N (-0.79619, 1.34750, 0.56790)
H (-0.69069, -0.01426, -2.49423)
H (0.76658, 0.62426, -1.68338)
H (1.61937, -0.11805, 0.28772)
H (1.08090, -1.47705, 0.97715)
H (-0.92471, -0.03802, 1.90452)
H (0.46089, 1.00434, 2.08962)
H (-0.73845, -1.63898, -0.57615)

Properties
E   -6784.24107 eV
Highest occupied orbital energy   -7.5305 eV
Max |F|   2.963 eV/A

=====

# 2
DFT (the ωB97M-V functional and the def2-TZVPD basis) results for the molecule C4H8O2 in a non-equilibrium geometry.

Atoms and positions in Å:
C (1.60475, -0.03442, -1.45168)
C (0.19057, 0.03378, -0.90195)
O (0.10940, -0.79890, 0.28153)
C (-1.05538, -0.85337, 0.97720)
C (-1.00152, 1.25201, 1.59819)
O (-1.41507, 0.18254, 2.18399)
H (1.87353, -1.04547, -1.77320)
H (2.32529, 0.29086, -0.69579)
H (1.69873, 0.63320, -2.31713)
H (-0.08535, 1.03626, -0.57836)
H (-0.53848, -0.31994, -1.64691)
H (-0.99129, -1.71491, 1.62004)
H (-1.93643, -0.69755, 0.36012)
H (-0.77876, 2.03590, 2.34394)

Properties
E   -8368.24582 eV
Highest occupied orbital energy   -7.9310 eV
Max |F|   2.825 eV/A

=====

# 3
DFT (the ωB97M-V functional and the def2-TZVPD basis) results for the molecule C17H28BrNO2.

Atoms and positions in Å:
C (3.74586, 1.12262, 2.97700)
C (2.35730, 0.52836, 2.77376)
C (2.00299, 0.40862, 1.29354)
C (0.61483, -0.22446, 1.11408)
N (0.08137, -0.31313, -0.23233)
C (0.97043, -0.84675, -1.23938)
H (1.90078, -0.26964, -1.35985)
C (1.39032, -2.29943, -0.97363)
O (2.31050, -2.62637, -1.99354)
H (2.65168, -3.51505, -1.84389)
C (0.21148, -3.29444, -0.99558)
H (-0.32767, -3.19869, -1.94094)
O (-0.62495, -3.16288, 0.12970)
C (-1.74986, -2.40233, 0.09468)
C (-2.42784, -1.98839, -1.04796)
C (-3.59592, -1.25582, -0.94045)
C (-4.09619, -0.93939, 0.30767)
C (-3.45140, -1.36142, 1.45837)
C (-2.28911, -2.09247, 1.34668)
H (-1.77102, -2.43520, 2.22774)
H (-3.85393, -1.11759, 2.42959)
Br (-5.69029, 0.09522, 0.44638)
H (-4.11386, -0.93173, -1.83037)
H (-2.06197, -2.21935, -2.03543)
H (0.61670, -4.31330, -0.93736)
H (1.87491, -2.36961, 0.01063)
H (0.45027, -0.82336, -2.20043)
C (-0.71760, 0.80883, -0.67695)
H (-1.49118, 0.97433, 0.07939)
C (0.00649, 2.13498, -0.95239)
C (-0.93230, 3.14719, -1.60406)
C (-0.24068, 4.48174, -1.85489)
H (0.10794, 4.91319, -0.91901)
H (0.61710, 4.34953, -2.51100)
H (-0.92527, 5.18545, -2.32234)
H (-1.79871, 3.30190, -0.95691)
H (-1.29652, 2.74392, -2.55179)
H (0.38061, 2.55202, -0.01598)
H (0.85819, 1.95482, -1.61172)
H (-1.22562, 0.49598, -1.59513)
H (0.64507, -1.24043, 1.52527)
H (-0.11219, 0.33802, 1.70479)
H (2.02877, 1.39815, 0.83605)
H (2.75690, -0.20601, 0.79776)
H (2.31407, -0.46086, 3.23583)
H (1.61690, 1.15751, 3.27336)
H (4.50143, 0.49882, 2.50420)
H (3.80275, 2.11738, 2.54027)
H (3.97842, 1.19952, 4.03655)

Properties
SMILES   CCCCN(CCCC)C[C@H](O)COc1ccc(Br)cc1
E   -93710.50497 eV
Highest occupied orbital energy   -7.8979 eV
Max |F|   0.616 eV/A

=====

# 4
DFT (the ωB97M-V functional and the def2-TZVPD basis) results for a structure of composition C35H41AsN5O2SV.

Atoms and positions in Å:
V (0.21515, 0.14206, -0.01174)
O (3.07672, -5.43144, 0.89972)
C (3.25292, -4.68282, 1.89353)
O (3.42599, -4.90224, 3.08867)
C (3.05214, -3.19828, 1.50669)
C (2.68488, -2.21652, 2.42643)
C (2.06635, -1.07862, 1.93247)
N (1.83253, -0.96168, 0.62582)
C (2.48597, -1.71553, -0.25294)
C (3.10773, -2.86736, 0.15883)
C (2.45240, -1.15437, -1.61603)
C (3.25801, -1.62290, -2.63764)
C (3.22948, -0.97549, -3.86310)
C (2.39139, 0.11330, -4.02177)
C (1.61544, 0.51638, -2.94639)
N (1.63913, -0.09048, -1.76260)
C (1.63741, 0.14692, 2.65528)
C (1.91152, 0.37098, 3.99183)
C (1.58933, 1.60210, 4.54671)
C (0.99221, 2.56270, 3.74735)
C (0.72455, 2.25057, 2.42235)
N (1.03617, 1.07644, 1.87768)
H (2.80790, -2.43192, 3.48114)
H (3.53782, -3.59140, -0.51962)
H (3.91605, -2.46360, -2.46401)
H (3.86067, -1.31138, -4.67504)
H (2.33706, 0.65420, -4.95574)
H (0.95188, 1.35876, -3.02814)
H (2.39582, -0.39683, 4.57972)
H (1.80585, 1.80471, 5.58708)
H (0.73381, 3.53850, 4.13343)
H (0.25459, 2.96403, 1.76212)
C (0.15536, 4.84696, -0.36183)
C (-0.79942, 3.71316, -0.64922)
C (-0.69502, 3.06591, -1.89937)
C (0.28501, 3.65281, -2.89001)
C (-1.54961, 2.00066, -2.21470)
C (-1.55716, 1.31667, -3.56224)
C (-2.54986, 1.61591, -1.29673)
C (-3.54704, 0.55693, -1.69966)
C (-2.71359, 2.32779, -0.10560)
C (-3.92173, 2.11679, 0.77590)
C (-1.81797, 3.35807, 0.23505)
C (-2.06812, 4.10806, 1.52272)
H (1.19076, 4.54450, -0.52989)
H (0.08617, 5.22263, 0.65406)
H (-0.03336, 5.69473, -1.02424)
H (0.07138, 4.71179, -3.04262)
H (0.24509, 3.18653, -3.86905)
H (1.31535, 3.59449, -2.53120)
H (-0.81389, 1.70488, -4.25094)
H (-2.52900, 1.44451, -4.04291)
H (-1.38791, 0.24159, -3.46133)
H (-4.38955, 1.01091, -2.23040)
H (-3.94846, 0.02175, -0.84341)
H (-3.10773, -0.18680, -2.35881)
H (-3.67134, 1.65457, 1.73307)
H (-4.68167, 1.50677, 0.29756)
H (-4.38644, 3.07535, 1.00939)
H (-2.89846, 4.80920, 1.40506)
H (-1.21425, 4.68858, 1.85862)
H (-2.34135, 3.43141, 2.33299)
C (-1.88640, 0.23837, 3.55073)
As (-1.55593, -0.75472, 1.90550)
C (-3.36242, -1.35694, 1.50085)
C (-0.89187, -2.40409, 2.70925)
H (-2.58420, -0.30866, 4.18353)
H (-2.29824, 1.22026, 3.32863)
H (-0.95094, 0.37031, 4.08941)
H (-3.73844, -1.92349, 2.35148)
H (-3.34801, -1.99340, 0.61947)
H (-4.01693, -0.50609, 1.32261)
H (-1.68973, -2.87543, 3.28060)
H (-0.05272, -2.20331, 3.37264)
H (-0.56577, -3.08976, 1.93083)
S (-1.05509, -1.84324, -1.14546)
C (0.00630, -3.04702, -1.76279)
N (0.56172, -3.92575, -0.87658)
C (1.42297, -4.90561, -1.21036)
C (1.71236, -5.06173, -2.53954)
C (1.10131, -4.16694, -3.42218)
N (0.29097, -3.18227, -3.05700)
H (0.34964, -3.77699, 0.10198)
H (1.86424, -5.47544, -0.39132)
H (2.38678, -5.83255, -2.87732)
H (1.29529, -4.24141, -4.48733)

Properties
Spin multiplicity   4
E   -145864.44785 eV
Highest occupied orbital energy (alpha / beta)   -10.8472 / -10.8485 eV
Max |F|   0.574 eV/A
Charge   +1

=====

# 5
DFT (the ωB97M-V functional and the def2-TZVPD basis) results for the molecule C21H27ClN4O4S in a non-equilibrium geometry.

Atoms and positions in Å:
C (7.24256, -0.83580, 1.76018)
C (6.89662, -0.03319, 0.56395)
N (7.52382, 1.06298, 0.22922)
O (6.95382, 1.54096, -0.90825)
C (5.96141, 0.73276, -1.28476)
C (5.86764, -0.29745, -0.38409)
S (4.68498, -1.59960, -0.50278)
O (4.68465, -2.09440, -1.84779)
O (4.88235, -2.53624, 0.56839)
N (3.27155, -0.72261, -0.29361)
C (3.07939, -0.28712, 1.07218)
C (1.96234, 0.74889, 1.12599)
H (2.24363, 1.62810, 0.54620)
H (1.80064, 1.06035, 2.15881)
C (0.66948, 0.17295, 0.54261)
C (-0.38661, 1.26859, 0.45315)
O (-0.07591, 2.42611, 0.24120)
N (-1.68625, 0.90531, 0.57891)
C (-2.18489, -0.44145, 0.76936)
H (-2.06383, -1.03016, -0.14932)
C (-3.66536, -0.41977, 1.15008)
N (-4.44170, 0.21275, 0.11208)
C (-5.78157, -0.04711, -0.05113)
C (-6.51767, -0.76005, 0.90358)
C (-7.85729, -1.03432, 0.71294)
C (-8.49730, -0.59431, -0.43278)
C (-7.79351, 0.11488, -1.39183)
C (-6.45261, 0.38009, -1.20508)
H (-5.91893, 0.90986, -1.97734)
H (-8.29140, 0.45150, -2.28758)
Cl (-10.17989, -0.93170, -0.66764)
H (-8.40758, -1.58219, 1.46176)
H (-6.05302, -1.09340, 1.81720)
C (-3.80385, 1.33089, -0.55176)
H (-4.54307, 2.11154, -0.74992)
C (-2.70844, 1.90709, 0.33742)
H (-2.22302, 2.75717, -0.14635)
H (-3.13583, 2.25046, 1.28599)
H (-3.36418, 1.01763, -1.50987)
H (-3.78472, 0.08421, 2.12154)
H (-3.99820, -1.45506, 1.25979)
H (-1.63678, -0.94034, 1.57302)
C (0.95039, -0.33978, -0.87711)
C (2.09141, -1.35082, -0.84797)
H (1.80049, -2.22875, -0.25020)
H (2.35347, -1.68538, -1.85219)
H (1.23436, 0.50622, -1.50434)
H (0.06219, -0.80757, -1.30430)
H (0.33556, -0.65784, 1.16746)
H (2.84214, -1.14494, 1.71952)
H (4.02154, 0.14511, 1.41501)
C (5.16348, 1.02549, -2.49220)
H (4.84972, 0.08479, -2.93794)
H (4.27452, 1.59390, -2.22034)
H (5.75059, 1.60949, -3.19611)
H (6.63169, -1.73400, 1.78062)
H (8.29629, -1.10321, 1.73400)
H (7.07070, -0.25155, 2.66239)

Properties
SMILES   Cc1noc(C)c1S(=O)(=O)N1CCC(C(=O)N2CCN(c3ccc(Cl)cc3)CC2)CC1
E   -59722.50670 eV
Highest occupied orbital energy   -7.9436 eV
Max |F|   1.387 eV/A